# C45H61N4O4P2Sb2Sn

A structure of composition C45H61N4O4P2Sb2Sn at a distorted geometry (ωB97M-V/def2-TZVPD, OMol25).

Structure (XYZ):
```
119
Properties=species:S:1:pos:R:3:forces:R:3
Sn -0.12110 -1.10109 -0.95291 -0.4500 -0.2418 -0.0553
N -1.89598 -1.45673 1.22134 -0.0188 -0.0412 0.2407
C -2.50282 -2.56192 1.97383 -0.0218 0.1156 -0.2599
C -3.85372 -2.95012 1.39671 0.1410 -0.1280 -0.0955
C -3.83225 -3.58367 -0.00249 0.0553 0.1969 0.0539
C -3.74233 -2.62394 -1.19713 0.0700 -0.0420 0.1466
N -2.37047 -2.44989 -1.71483 0.1005 0.1568 -0.1011
H -1.17789 -0.99991 1.78076 -0.0556 0.0964 -0.1004
H -2.59597 -0.74644 1.02268 0.0027 -0.0108 0.0486
H -2.63385 -2.31059 3.03166 0.0165 0.0028 0.0285
H -1.82415 -3.41887 1.92660 -0.0018 -0.0139 0.0426
H -4.50070 -2.06389 1.38224 -0.0515 -0.0408 0.0294
H -4.30782 -3.66228 2.08846 -0.0657 0.0147 -0.0107
H -4.75720 -4.15133 -0.11394 0.0331 -0.0596 -0.0234
H -3.00921 -4.30578 -0.06152 -0.0667 -0.0421 0.0047
H -4.12535 -1.64266 -0.91443 -0.0168 0.0772 -0.0033
H -4.39154 -3.00581 -1.99076 0.0006 0.0514 -0.0375
H -2.40602 -1.92094 -2.58307 0.0241 -0.0260 -0.0369
H -1.99847 -3.35954 -1.96568 -0.0225 0.0220 -0.0608
O -1.52619 1.14082 -0.68578 0.0597 -0.1174 0.0203
P -2.39819 2.17684 -0.03447 -0.1918 0.2494 0.2255
C -2.00199 2.52175 1.71880 0.1803 -0.2338 -0.3103
P -0.25740 2.11613 2.10830 -0.0193 -0.2307 0.2039
O -0.08108 0.63681 2.10909 0.2250 0.0402 -0.1312
C 0.75143 3.00728 0.92126 -0.0681 0.2256 0.1293
C 1.59687 2.32674 0.05377 -0.1049 0.0114 -0.0737
C 2.35898 3.04035 -0.86079 0.0048 0.0010 -0.0511
C 2.27508 4.42509 -0.90409 -0.0095 0.0351 -0.0079
C 1.43775 5.11025 -0.02990 0.0042 -0.0226 0.0467
C 0.67701 4.40250 0.88557 0.0792 -0.1029 -0.0211
C 0.07278 2.83813 3.72688 0.0193 0.0050 -0.1357
C 1.35552 3.30160 4.01850 -0.1218 -0.0266 0.0381
C 1.67211 3.68703 5.31284 0.0151 -0.0015 -0.0203
C 0.71088 3.61545 6.31155 0.0199 0.0235 0.0306
C -0.56784 3.15538 6.02565 0.0011 -0.0090 0.0225
C -0.88570 2.76016 4.73607 0.0146 0.0355 -0.0423
C -4.13225 1.67719 -0.07712 0.0595 -0.0096 -0.0068
C -4.61965 1.28975 -1.32842 0.0378 0.0157 0.0470
C -5.92092 0.83413 -1.45712 0.0256 -0.0023 -0.0528
C -6.74014 0.74971 -0.33735 0.0178 -0.0183 0.0429
C -6.26937 1.15400 0.90338 -0.0323 0.0172 -0.0128
C -4.96950 1.62521 1.03468 0.0438 0.0040 -0.0401
C -2.29007 3.75903 -0.87699 -0.1139 -0.0191 -0.0192
C -1.30970 3.98343 -1.83749 -0.0143 -0.0505 0.0556
C -1.25050 5.21144 -2.48052 -0.0154 0.0453 -0.0277
C -2.15815 6.21024 -2.15981 0.0192 -0.0108 -0.0155
C -3.14036 5.98672 -1.20138 -0.0261 0.0008 0.0596
C -3.21293 4.75935 -0.56508 0.0540 -0.0327 -0.0187
H -2.58430 1.85295 2.35502 -0.0110 0.0251 0.0274
H -2.25269 3.55980 1.94201 -0.0074 -0.0029 0.0263
H 1.65265 1.24516 0.09682 -0.0583 0.0551 -0.0670
H 3.01967 2.51499 -1.53854 -0.0136 -0.0115 0.0084
H 2.86768 4.97855 -1.62234 0.0034 -0.0218 0.0301
H 1.38599 6.19118 -0.05779 -0.0106 -0.0234 -0.0166
H 0.03566 4.92758 1.58668 0.0162 0.0362 -0.0527
H 2.09847 3.35618 3.23260 0.0488 0.0024 0.0278
H 2.66994 4.03760 5.54474 -0.0349 0.0078 -0.0201
H 0.95995 3.91942 7.32082 -0.0106 -0.0146 -0.0340
H -1.30861 3.09633 6.81286 -0.0001 0.0055 -0.0386
H -1.87894 2.38403 4.51600 0.0270 0.0107 0.0639
H -3.96824 1.34800 -2.19494 -0.0646 -0.0351 -0.0178
H -6.30029 0.54658 -2.42964 0.0295 -0.0222 0.0275
H -7.74780 0.36557 -0.43247 0.0027 0.0601 -0.0111
H -6.91637 1.11072 1.77002 0.0198 -0.0147 -0.0118
H -4.62338 1.95690 2.00551 -0.0243 -0.0435 -0.0075
H -0.58991 3.20929 -2.07276 0.0127 -0.0222 -0.0120
H -0.49338 5.38764 -3.23362 0.0010 -0.0086 0.0182
H -2.10781 7.16770 -2.66274 0.0021 -0.0208 0.0067
H -3.85117 6.76595 -0.95763 0.0102 -0.0227 -0.0203
H -3.99592 4.56619 0.16226 0.0122 0.0620 -0.0229
C -0.39858 -0.71528 -5.44195 0.0098 0.0223 0.1207
C -0.02221 -1.18148 -4.06330 -0.0390 -0.2090 0.0853
N -0.27393 -0.38214 -2.98038 0.2439 -0.0758 0.2863
O -0.95586 0.81217 -3.32131 -0.1512 0.0292 -0.0103
C 0.57528 -2.38896 -3.84618 -0.2510 0.0238 -0.5235
C 0.84585 -3.37323 -4.96013 0.0500 0.1504 0.1488
N 0.92299 -2.65156 -2.50318 0.7863 0.4757 0.5578
O 1.27302 -4.00891 -2.28214 -0.3225 -0.1752 0.0963
H -0.37807 0.36929 -5.49112 -0.0050 0.0094 -0.0445
H -1.41045 -1.04040 -5.69711 0.0041 0.0298 -0.0172
H 0.28363 -1.11718 -6.18734 -0.0138 -0.0432 -0.0006
H -1.28992 1.10495 -2.45434 0.0443 0.0584 -0.0660
H -0.08225 -3.64040 -5.47000 0.0281 -0.0470 -0.0200
H 1.29575 -4.28313 -4.57165 -0.0255 -0.0083 -0.0151
H 1.52526 -2.96644 -5.71292 -0.0097 -0.0377 -0.0075
C 0.13259 -4.76388 -1.91313 0.0650 0.0029 -0.0051
Sb 2.97372 -1.70681 -1.85258 -0.1370 -0.3884 -0.3606
C 3.76272 -2.46725 -3.70063 -0.0449 0.1206 0.1023
C 3.65265 -3.42902 -0.69028 -0.0288 0.0279 -0.0233
C 4.90849 -3.05969 0.05318 0.1426 0.0794 -0.0726
C 6.04498 -2.75334 -0.70436 -0.1385 0.0211 -0.0073
C 7.23129 -2.34396 -0.12147 0.0329 0.0092 -0.0300
C 7.30167 -2.23136 1.25872 -0.0372 -0.0014 0.0094
C 6.19448 -2.55785 2.02455 -0.0115 -0.0104 -0.0158
C 4.99344 -2.98661 1.45350 0.0288 -0.0351 0.0283
C 3.85241 -3.34087 2.35890 -0.0606 0.0921 -0.2499
Sb 2.18686 -1.93468 2.19138 -0.0150 0.0585 0.2307
C 1.87020 -1.80212 4.31745 -0.0413 0.0600 -0.1291
C 3.40444 -0.16937 2.00399 -0.1492 -0.0022 0.0200
H 0.49691 -5.77026 -1.71900 -0.0365 -0.0361 0.0050
H -0.60536 -4.79527 -2.72286 0.0447 -0.0052 -0.0318
H -0.32679 -4.35667 -1.00583 0.0520 -0.0294 0.0198
H 3.47979 -3.51512 -3.79253 0.0312 0.0333 0.0073
H 4.84858 -2.37306 -3.70678 -0.0358 0.0206 0.0084
H 3.35177 -1.89185 -4.52908 0.0212 -0.0118 0.0234
H 3.85090 -4.19662 -1.43862 -0.0452 -0.0097 0.0310
H 2.84511 -3.78028 -0.05162 0.0288 0.0299 -0.0125
H 5.98497 -2.84691 -1.78500 0.0506 -0.0106 0.0478
H 8.09230 -2.11856 -0.73863 -0.0345 -0.0006 0.0209
H 8.21583 -1.90253 1.73612 -0.0165 -0.0212 0.0044
H 6.25614 -2.49207 3.10507 0.0094 -0.0056 -0.0122
H 4.18372 -3.35371 3.39582 -0.0097 0.0032 0.0185
H 3.44730 -4.32662 2.11954 0.0077 0.0187 0.0180
H 2.77092 -1.42784 4.80403 -0.0020 -0.0260 -0.0207
H 1.62790 -2.78954 4.71079 -0.0064 0.0287 -0.0070
H 1.04215 -1.12222 4.51553 0.0074 -0.0063 0.0123
H 3.79639 0.12027 2.97944 0.0382 -0.0327 -0.0305
H 2.79083 0.63974 1.60752 0.1326 -0.1074 0.1522
H 4.22929 -0.36679 1.31950 0.0222 0.0208 0.0093
```
Forces are in eV/Å.

Frontier orbital gap (eV): 6.56
E_tot (a.u.): -3648.6072
Multiplicity: 1
Energy relative to the best compared isomer or geometry (same formula, charge and spin) (kJ/mol): 125.4
Highest occupied orbital energy (eV): -8.46
Charge: +1

# C45H62BN9O4Pt

A structure of composition C45H62BN9O4Pt at a distorted geometry (ωB97M-V/def2-TZVPD, OMol25).

Structure (XYZ):
```
122
Properties=species:S:1:pos:R:3:forces:R:3
Pt 0.16504 1.03864 -0.20429 0.3785 2.2292 0.5199
C 3.05313 0.20655 3.72339 -0.0505 0.0430 0.0638
N 1.65906 0.52053 3.94407 0.1283 0.1007 0.0543
C 1.29075 0.76026 5.32338 0.0239 -0.0172 -0.0019
C 0.81476 0.83468 2.91278 0.1662 0.0209 -0.0437
N 1.20207 1.39849 1.78703 -0.0247 -0.3700 0.1383
C 2.31964 2.25559 1.79333 -0.3267 -0.0192 0.0127
C 2.42195 3.16424 2.82513 0.0406 0.1702 0.1161
C 3.49228 4.06533 2.94066 -0.0554 -0.1002 0.0200
C 4.45558 4.08868 1.97945 -0.0359 0.0405 -0.0688
C 4.34325 3.25610 0.83918 0.0400 -0.0491 -0.0136
C 5.30585 3.40542 -0.19320 -0.0483 0.0054 0.0946
C 5.18819 2.69913 -1.34880 -0.0279 -0.1001 -0.0126
C 4.13865 1.77440 -1.48710 0.1589 0.0924 -0.1671
C 3.23182 1.52955 -0.48490 -0.1051 -0.1353 -0.1377
N 2.26561 0.53015 -0.73750 -0.4202 -0.5829 -0.2212
C 2.68964 -0.65289 -1.12172 0.3222 0.0773 0.1459
N 3.95081 -1.12210 -0.84041 0.0683 0.0509 0.0786
C 4.64330 -0.78697 0.38345 -0.0028 0.0165 -0.0982
C 4.75346 -1.77056 -1.85399 -0.0113 0.0015 0.0421
N 1.94665 -1.52782 -1.84471 -0.2112 -0.0617 0.1917
C 0.80967 -1.12620 -2.63998 0.0690 -0.0082 -0.0011
C 1.96744 -2.94945 -1.51707 0.0487 0.0266 -0.0700
C 3.27575 2.31385 0.71812 0.0572 -0.0476 0.0861
N -0.49016 0.52407 3.14793 -0.0082 -0.2020 -0.1265
C -1.53154 1.11705 2.32818 0.1183 -0.0001 0.2258
C -0.85110 -0.73432 3.80199 0.0537 0.0703 -0.1075
H 3.33442 -0.61316 4.38822 -0.0042 -0.0185 -0.0113
H 3.70867 1.06263 3.91676 -0.0092 0.0112 0.0197
H 3.17245 -0.12932 2.70318 -0.0363 -0.0377 0.0112
H 1.99788 1.46730 5.77215 -0.0015 0.0033 -0.0115
H 1.31517 -0.16047 5.91399 -0.0044 -0.0044 -0.0026
H 0.29216 1.18628 5.38068 -0.0028 -0.0222 -0.0095
H 1.63871 3.17285 3.57418 0.0288 0.0013 -0.0032
H 3.54266 4.73591 3.78980 -0.0155 -0.0145 -0.0006
H 5.29596 4.76898 2.04386 -0.0160 0.0044 -0.0165
H 6.11791 4.10687 -0.04369 -0.0428 0.0254 -0.0188
H 5.89846 2.83393 -2.15568 -0.0272 -0.0086 0.0047
H 4.04010 1.21313 -2.40874 -0.0098 0.0130 0.0070
H 3.90724 -0.53413 1.13497 -0.0063 -0.0124 -0.0251
H 5.34963 0.04107 0.25604 0.0152 -0.0113 -0.0060
H 5.19176 -1.66844 0.72279 -0.0097 -0.0218 0.0284
H 4.19520 -1.85135 -2.78316 -0.0122 -0.0114 0.0090
H 5.06295 -2.77209 -1.54026 -0.0074 -0.0172 -0.0028
H 5.65695 -1.17876 -2.04152 0.0046 -0.0009 0.0007
H 0.93688 -0.09906 -2.97031 0.0308 -0.0102 -0.0559
H -0.12496 -1.21262 -2.07745 0.0060 -0.0084 0.0016
H 0.75992 -1.78625 -3.51094 0.0045 0.0100 -0.0228
H 2.64394 -3.13684 -0.68811 -0.0174 0.0209 -0.0063
H 2.27340 -3.54541 -2.38220 -0.0010 0.0121 -0.0006
H 0.96522 -3.26185 -1.21391 -0.0006 0.0097 -0.0165
H -1.52594 2.20026 2.43830 0.0152 0.0119 0.0203
H -2.49482 0.72107 2.64527 0.0047 0.0048 0.0646
H -1.36873 0.87950 1.26826 -0.4237 -0.1218 0.0967
H -1.56603 -0.55283 4.60733 -0.0037 0.0077 0.0191
H 0.03302 -1.21531 4.20911 0.0046 0.0011 -0.0389
H -1.29853 -1.41341 3.07170 -0.0274 0.0313 0.0118
C -7.01610 -2.58289 0.67985 0.0885 -0.0631 0.0119
C -5.73198 -3.29042 0.31975 -0.0125 0.0563 -0.0171
C -5.75770 -4.34403 -0.58506 0.0089 -0.0274 0.0005
C -4.58803 -4.99902 -0.94659 0.0130 0.0204 -0.0023
C -3.37764 -4.58034 -0.42694 -0.0297 0.0053 -0.0280
C -3.33284 -3.53095 0.48991 0.0894 -0.1419 0.0774
N -2.09866 -3.08563 1.02106 -0.0303 -0.0671 0.0233
C -1.08310 -3.92738 1.44666 0.0530 0.0834 -0.0149
C -1.35943 -5.24259 1.85430 -0.0200 0.0149 -0.0563
C -0.34965 -6.08287 2.28207 0.0563 0.0139 -0.0272
C 0.96580 -5.63448 2.34710 -0.0237 0.0255 0.0203
C 1.23636 -4.32042 2.00475 -0.0843 -0.0195 0.0483
C 0.24450 -3.45089 1.55581 0.0333 0.0500 -0.0285
C 0.66530 -2.02235 1.21737 -0.1864 -0.1478 0.1395
O 1.79875 -1.65639 1.56439 -0.0255 -0.0488 -0.1449
O -0.20303 -1.30954 0.61165 0.0461 0.0781 -0.1496
C -4.51302 -2.89799 0.89192 -0.0518 0.0392 0.0535
C -4.45660 -1.82543 1.95088 -0.0058 -0.0391 -0.1007
H -7.83061 -2.91755 0.03834 0.0085 -0.0004 0.0089
H -6.91488 -1.50164 0.56730 -0.0294 -0.0165 0.0107
H -7.30375 -2.77967 1.71599 -0.0055 0.0261 -0.0167
H -6.70464 -4.66011 -1.00847 0.0137 0.0303 0.0062
H -4.62051 -5.82703 -1.64491 -0.0013 0.0443 -0.0026
H -2.45369 -5.06214 -0.72179 -0.0084 0.0089 0.0165
H -1.73416 -2.18859 0.69609 0.0240 0.0252 0.0351
H -2.38204 -5.59750 1.82233 0.0412 -0.0033 -0.0039
H -0.59216 -7.10032 2.56675 -0.0082 0.0268 0.0166
H 1.76003 -6.29237 2.67665 -0.0237 0.0106 0.0032
H 2.23865 -3.92030 2.08969 -0.0020 0.0169 -0.0360
H -3.67351 -2.06372 2.67081 0.0253 0.0489 -0.0274
H -5.40230 -1.74005 2.48425 0.0021 0.0187 -0.0297
H -4.22311 -0.84625 1.51969 -0.0001 -0.0158 0.0242
C -0.52337 1.97166 -5.34887 0.0750 -0.0011 0.0071
C -1.19414 2.19808 -4.00560 -0.1493 0.0366 0.0953
C -1.68318 3.63864 -3.90969 0.0197 0.0213 0.1291
O -0.21939 2.01644 -2.96223 -0.1295 0.0255 -0.2111
B -0.79401 1.28612 -1.92211 0.5800 -0.5548 -0.0609
O -2.06068 0.85347 -2.26516 -0.1911 0.1340 0.0670
C -2.30685 1.14437 -3.65134 0.1212 -0.0042 -0.1595
C -2.15833 -0.16684 -4.41655 0.0324 -0.0506 0.1139
C -3.72863 1.64939 -3.81348 -0.0431 0.0109 0.0490
H 0.17501 2.78637 -5.54682 -0.0085 -0.0175 -0.0125
H -1.25933 1.94273 -6.15535 0.0289 0.0267 0.0032
H 0.04102 1.03982 -5.35067 -0.0513 0.0016 -0.0348
H -0.83104 4.30443 -4.06098 -0.0185 -0.0054 -0.0017
H -2.09491 3.83510 -2.91591 -0.0321 -0.0091 -0.0731
H -2.44032 3.86242 -4.66320 0.0250 0.0227 0.0184
H -1.14136 -0.55281 -4.34259 -0.0428 0.0050 -0.0369
H -2.42048 -0.05063 -5.46920 0.0290 -0.0154 0.0108
H -2.82882 -0.90077 -3.96714 0.0055 0.0021 -0.0265
H -3.92507 2.51674 -3.18409 0.0106 -0.0226 -0.0171
H -4.42298 0.85677 -3.52948 0.0120 0.0261 -0.0127
H -3.91835 1.91442 -4.85678 -0.0329 0.0093 0.0403
C 1.27682 4.34478 -0.87018 -0.0903 0.0539 0.0162
C -0.15230 4.24772 -0.47752 0.0044 0.0436 -0.0372
N -0.76728 3.21048 0.06009 -0.0155 -0.6935 -0.5018
C -2.09523 3.57042 0.20479 0.0301 -0.1726 0.0750
C -2.27808 4.84024 -0.22895 0.0677 0.0647 0.0147
N -1.03378 5.25893 -0.65321 -0.0955 -0.0135 0.0632
H 1.64622 3.34618 -1.07924 0.0041 -0.0044 -0.0827
H 1.87861 4.78010 -0.06868 -0.0173 -0.0254 0.0059
H 1.38968 4.95566 -1.76729 -0.0206 -0.0077 0.0193
H -2.82888 2.88958 0.60356 0.0580 -0.0116 -0.0504
H -3.15105 5.46811 -0.27251 0.0468 -0.0207 -0.0050
H -0.81891 6.15186 -1.06017 0.0524 -0.0052 0.0195
```
Forces are in eV/Å.

Frontier orbital gap (eV): 7.09
E_tot (a.u.): -2690.0418
Multiplicity: 1
Energy relative to the best compared isomer or geometry (same formula, charge and spin) (kJ/mol): 139.5
Highest occupied orbital energy (eV): -6.81